(1)
ORCA calculation (wB97M-V/def2-TZVPD) on C27H32N4O6 in the gas phase.

Output
SMILES: CCOc1cc(N2CCOCC2)c(OCC)cc1NC(=O)CN1C(=O)N[C@@]2(CCc3ccccc32)C1=O
HOMO, eV: -7.34

Each line ends with the natural charge from an NBO analysis.
Element x y z (Å)
O1 0.437 -1.085 0.576  -0.62
O2 -1.009 0.064 -3.950  -0.53
O3 -4.911 6.071 -2.204  -0.52
O4 -2.356 2.886 0.631  -0.52
O5 3.889 -2.293 0.323  -0.58
O6 -0.089 -4.487 0.633  -0.61
N1 -3.237 3.824 -1.903  -0.46
N2 1.706 -4.366 2.072  -0.62
N3 1.834 -3.293 0.151  -0.47
N4 -0.055 -0.770 -1.632  -0.61
C1 1.937 -1.636 3.503  -0.22
C2 4.330 -1.660 4.967  -0.20
C3 -1.971 2.211 -0.496  0.32
C4 2.144 -0.735 4.538  -0.21
C5 -1.485 0.452 -5.223  -0.06
C6 -0.964 -0.555 -6.236  -0.62
C7 -4.583 3.678 -2.423  -0.24
C8 -2.467 2.670 -1.731  0.11
C9 -0.303 3.107 1.957  -0.64
C10 2.937 -2.548 3.229  0.03
C11 4.131 -2.561 3.939  -0.02
C12 0.519 -1.405 -0.590  0.68
C13 1.338 -2.635 -1.026  -0.32
C14 -1.164 1.081 -0.469  -0.34
C15 2.997 -2.958 0.783  0.71
C16 -4.987 4.989 -3.101  -0.07
C17 5.063 -3.604 3.403  -0.43
C18 1.001 -4.091 0.949  0.81
C19 2.937 -3.618 2.162  -0.02
C20 3.323 -0.752 5.264  -0.20
C21 -1.738 2.597 1.870  -0.06
C22 -0.859 0.379 -1.623  0.17
C23 -3.610 6.189 -1.674  -0.07
C24 -3.176 4.911 -0.949  -0.23
C25 4.175 -4.475 2.501  -0.37
C26 -2.147 1.954 -2.888  -0.29
C27 -1.363 0.817 -2.857  0.25
H1 -2.584 0.461 -5.226  0.17
H2 0.086 2.930 2.956  0.22
H3 1.378 -0.012 4.776  0.21
H4 -1.124 1.460 -5.468  0.17
H5 5.252 -1.661 5.529  0.21
H6 -3.639 7.033 -0.984  0.19
H7 -6.023 4.947 -3.443  0.19
H8 -2.898 6.404 -2.486  0.16
H9 1.031 -1.613 2.917  0.24
H10 -2.152 5.024 -0.595  0.21
H11 5.844 -3.118 2.815  0.23
H12 5.544 -4.182 4.193  0.22
H13 0.704 -3.333 -1.578  0.25
H14 -4.324 5.172 -3.961  0.16
H15 3.838 -5.363 3.037  0.21
H16 0.123 -0.563 -6.228  0.21
H17 2.192 -2.321 -1.632  0.25
H18 -1.310 -0.289 -7.231  0.22
H19 -3.839 4.742 -0.088  0.19
H20 0.074 -1.145 -2.562  0.42
H21 -1.322 -1.551 -5.989  0.21
H22 -1.781 1.523 2.087  0.17
H23 -0.776 0.699 0.458  0.26
H24 1.270 -4.781 2.878  0.42
H25 -4.621 2.857 -3.139  0.21
H26 3.465 -0.044 6.068  0.21
H27 -2.364 3.120 2.600  0.19
H28 0.334 2.599 1.239  0.22
H29 -0.276 4.175 1.752  0.21
H30 -2.524 2.332 -3.824  0.22
H31 4.695 -4.794 1.599  0.23
H32 -5.293 3.468 -1.606  0.18

Cartesian forces (eV/Å) of the 6 atoms listed first:
O -0.04 0.11 0.17
O 0.09 -0.04 0.37
O -0.15 0.06 0.06
O -0.10 -0.05 -0.33
O 0.13 0.13 0.07
O -0.40 0.04 -0.15

(2)
ORCA calculation (wB97M-V/def2-TZVPD) on C27H32N5O6P in the gas phase at a distorted geometry.

Output
SMILES: C[C@H]1N(C)c2cc(NC(=O)c3ccco3)c([P@@](=O)(Nc3ccc([N+](=O)[O-])cc3)N3CCOCC3)cc2C1(C)C
HOMO, eV: -7.87

Each line ends with the natural charge from an NBO analysis.
Element x y z (Å)
P1 -0.567 -1.500 0.594  2.26
O1 -1.654 3.207 -0.439  -0.60
O2 1.781 -5.215 -0.210  -0.52
O3 -3.821 1.222 1.581  -0.40
O4 -7.507 0.601 -1.373  -0.39
O5 -7.696 -0.805 0.242  -0.40
O6 -1.325 -1.602 1.843  -1.10
N1 -1.561 -1.190 -0.786  -0.95
N2 3.325 2.924 0.107  -0.41
N3 -1.248 1.309 0.766  -0.63
N4 0.256 -2.901 0.228  -0.82
N5 -7.046 -0.223 -0.606  0.53
C1 -4.513 3.000 0.423  -0.23
C2 2.093 -4.020 -0.882  -0.07
C3 -5.616 2.453 1.111  -0.32
C4 4.922 0.634 1.577  -0.60
C5 -3.739 -1.718 0.099  -0.21
C6 0.850 -3.141 -1.071  -0.25
C7 4.946 -0.276 -0.748  -0.61
C8 3.120 4.329 -0.101  -0.41
C9 -3.434 2.213 0.741  0.14
C10 -4.855 0.195 -1.590  -0.15
C11 0.961 2.253 0.403  -0.31
C12 -5.133 1.377 1.795  0.12
C13 2.320 2.022 0.237  0.21
C14 -2.039 2.320 0.298  0.64
C15 4.753 2.413 -1.824  -0.63
C16 -0.073 -4.137 0.913  -0.25
C17 2.006 -0.365 0.385  -0.20
C18 1.208 -4.958 1.055  -0.07
C19 2.838 0.713 0.251  -0.01
C20 -5.651 -0.512 -0.692  -0.03
C21 -3.501 -0.041 -1.626  -0.27
C22 -5.091 -1.479 0.142  -0.17
C23 0.631 -0.152 0.496  -0.48
C24 4.344 0.789 0.163  -0.07
C25 4.551 2.257 -0.315  -0.01
C26 0.124 1.154 0.548  0.21
C27 -2.922 -0.981 -0.764  0.20
H1 2.510 -4.311 -1.848  0.20
H2 4.654 -0.336 1.988  0.21
H3 4.798 -1.257 -0.305  0.21
H4 2.705 4.553 -1.091  0.19
H5 6.007 0.716 1.556  0.21
H6 -5.734 -2.027 0.813  0.25
H7 -4.500 3.854 -0.221  0.24
H8 1.000 -5.933 1.497  0.20
H9 -0.491 -3.889 1.888  0.24
H10 5.660 1.911 -2.147  0.22
H11 0.143 -3.666 -1.728  0.19
H12 0.549 3.247 0.416  0.25
H13 -0.807 -4.719 0.338  0.18
H14 2.854 -3.463 -0.313  0.16
H15 -2.873 0.521 -2.301  0.22
H16 2.390 -1.372 0.409  0.22
H17 4.523 1.404 2.233  0.22
H18 -1.084 -0.678 -1.519  0.41
H19 -5.611 0.671 2.445  0.22
H20 6.016 -0.119 -0.867  0.21
H21 4.072 4.846 0.010  0.21
H22 -6.627 2.804 1.094  0.24
H23 1.124 -2.189 -1.528  0.21
H24 2.429 4.707 0.653  0.21
H25 3.904 1.999 -2.363  0.21
H26 -5.312 0.934 -2.229  0.25
H27 1.925 -4.412 1.687  0.17
H28 5.403 2.713 0.202  0.20
H29 -1.689 0.587 1.325  0.44
H30 -3.290 -2.460 0.739  0.23
H31 4.841 3.466 -2.077  0.21
H32 4.476 -0.272 -1.728  0.21

Cartesian forces (eV/Å) of the 6 atoms listed first:
P 0.98 -0.09 -1.40
O -0.12 0.09 0.01
O -0.01 -0.13 -0.09
O 0.46 -0.14 0.03
O -0.13 0.14 -0.10
O -0.18 -0.07 0.16

(3)
ORCA calculation (wB97M-V/def2-TZVPD) on a molecular structure, C27H33BN10O6SW at a distorted geometry.

Output
2S+1: 2
Total charge: +3
HOMO (alpha / beta), eV: -16.15 / -16.15

Each line ends with the Löwdin spin population.
Element x y z (Å)
W1 0.448 0.263 -0.658  0.00
S1 -1.036 2.592 0.074  0.00
O1 3.660 1.097 1.739  0.00
O2 1.780 1.011 0.406  0.00
O3 -0.671 1.446 0.857  0.00
O4 1.240 0.742 -2.374  0.00
O5 2.109 2.186 -3.847  0.00
O6 -2.434 2.820 -0.065  0.00
N1 -0.011 -2.744 -1.213  0.00
N2 -0.244 2.190 -1.229  0.00
N3 0.329 -0.841 1.366  0.00
N4 -0.153 -2.112 1.323  0.02
N5 2.604 -1.061 -0.675  0.00
N6 0.440 -1.608 -1.850  0.00
N7 -2.700 -4.038 1.046  0.12
N8 -1.544 -0.466 -0.969  0.00
N9 -2.007 -1.603 -0.359  0.00
N10 -1.549 -3.937 0.484  0.31
C1 1.200 -1.998 -2.941  0.00
C2 -0.341 -2.545 2.559  0.00
C3 -2.871 -5.219 1.501  0.27
C4 0.340 2.963 -2.326  0.00
C5 1.703 7.429 2.146  0.00
C6 -0.763 5.327 0.553  0.00
C7 -0.169 6.463 1.019  0.00
C8 1.324 1.991 -2.973  0.00
C9 -2.228 0.880 -2.951  0.00
C10 -2.465 -0.124 -1.953  0.00
C11 -4.187 -5.661 2.122  0.06
C12 0.013 -1.526 3.411  0.00
C13 -3.226 -1.898 -0.797  0.00
C14 0.481 -0.465 2.660  0.00
C15 -3.542 -0.951 -1.764  0.00
C16 -0.196 4.042 0.659  0.00
C17 2.027 -1.216 -3.871  0.00
C18 0.998 6.249 1.746  0.00
C19 1.081 3.913 1.404  0.00
C20 -0.868 -5.129 0.658  0.02
C21 1.167 0.730 3.206  0.00
C22 1.716 5.079 1.924  0.00
C23 3.080 0.509 0.980  0.00
C24 1.235 -3.419 -2.889  0.00
C25 0.405 -3.835 -1.831  0.00
C26 3.218 -0.939 0.580  0.00
C27 -1.673 -6.008 1.262  0.10
B1 -0.911 -2.659 0.045  0.03
H1 -4.379 -0.961 -2.436  0.00
H2 -0.489 7.455 0.945  0.00
H3 2.431 -2.040 -0.820  0.00
H4 -4.790 -4.742 2.302  0.00
H5 2.190 0.507 3.444  0.00
H6 -2.861 0.722 -3.800  0.00
H7 -1.222 0.944 -3.358  0.00
H8 -1.477 -7.065 1.484  0.00
H9 1.676 3.046 1.605  0.00
H10 -3.926 -6.284 2.969  0.02
H11 0.906 1.645 2.645  0.00
H12 1.739 -4.081 -3.568  0.00
H13 1.887 7.544 3.208  0.00
H14 -1.748 5.416 0.102  0.00
H15 0.284 -5.106 0.301  0.00
H16 -0.121 -1.553 4.467  0.00
H17 2.639 7.462 1.603  0.00
H18 -2.549 1.889 -2.614  0.00
H19 2.654 5.002 2.368  0.00
H20 4.251 -1.244 0.420  0.00
H21 -3.737 -2.789 -0.371  0.00
H22 3.048 -0.616 -1.491  0.00
H23 1.504 -0.539 -4.533  0.00
H24 0.812 0.956 4.194  0.00
H25 1.302 8.433 1.832  0.00
H26 -0.827 -3.523 2.731  0.00
H27 0.907 3.889 -1.894  0.00
H28 2.742 -1.671 1.253  0.00
H29 2.923 -0.736 -3.436  0.00
H30 2.480 -1.991 -4.511  0.00
H31 -0.360 3.233 -3.118  0.00
H32 -4.663 -6.360 1.367  0.03
H33 -0.030 -4.765 -1.486  0.00

Cartesian forces (eV/Å) of the 6 atoms listed first:
W 1.67 1.89 -0.58
S -1.20 6.04 -0.18
O 2.60 3.17 2.58
O 1.34 0.17 -0.08
O 1.02 -3.60 1.19
O -0.47 -0.59 1.37